*P*
The following is a quantum chemistry calculation of a gas-phase ion, C3H6N3O2 (charge +1), from the Open Molecules 2025 dataset.

For the frontier orbital gap (spin up / spin down), the calculation gives 7.231 / 7.231 eV. Its net charge is +1. The HOMO energy (spin up / spin down) comes out at -0.5203 / -0.5203 Ha.

Atoms and positions in Å:
C: 0.665 0.538 0.102
N: 1.450 -1.673 0.252
C: 0.516 -0.759 -0.064
O: -0.716 -1.339 -0.305
H: 1.348 1.964 -1.100
H: 2.114 -1.425 0.953
N: -2.276 0.516 -0.362
H: 1.067 -2.654 0.344
H: 2.136 1.684 0.373
N: -2.007 -0.784 -0.146
O: -3.434 0.754 -0.282
H: 0.750 2.796 0.366
C: 1.187 1.873 -0.119
H: -2.801 -1.491 -0.012

Here are the Löwdin charges for atoms 1 to 2, given in e: atom 1 (C): 0.23, atom 2 (N): 0.19

=====

*Q*
The following is a quantum chemistry calculation of a gas-phase ion, C3H6N3O2 (charge +1), from the Open Molecules 2025 dataset.

For the frontier orbital gap (spin up / spin down), the calculation gives 7.973 / 7.974 eV. Its net charge is +1. The HOMO energy (spin up / spin down) comes out at -0.5073 / -0.5073 Ha.

Atoms and positions in Å:
H: -2.073 -0.528 -2.934
O: -0.631 0.200 -2.005
C: -0.177 -0.234 0.164
C: -0.470 -0.395 1.560
N: -2.015 -1.099 -0.903
N: 1.467 0.750 -1.303
H: 1.691 1.025 -2.275
C: 0.268 0.249 -0.942
H: 2.182 0.451 -0.644
H: 0.411 -0.105 2.280
H: -0.773 -1.474 1.788
H: -1.299 0.329 1.735
N: -1.691 -0.627 -1.981
O: -2.916 -1.740 -0.499

Here are the Löwdin charges for atoms 1 to 2, given in e: atom 1 (H): 0.24, atom 2 (O): 0.06

=====

*R*
The following is a quantum chemistry calculation of a gas-phase ion, C3H6N3O2 (charge +1), from the Open Molecules 2025 dataset.

For the frontier orbital gap, the calculation gives 9.633 eV. Its net charge is +1. The HOMO energy comes out at -0.5552 Ha. The SMILES is NC[NH+]=C=C[N+](=O)[O-].

Atoms and positions in Å:
N: -2.731 0.386 0.019
C: 1.883 -0.545 0.360
H: 1.306 1.005 1.553
C: -1.516 0.440 -0.887
H: 0.667 -2.089 -0.586
N: 1.802 0.780 0.761
O: -2.711 1.203 0.884
C: -0.490 -0.362 -0.731
H: 2.175 -1.161 1.112
H: 2.558 -0.778 -0.394
H: 1.628 1.442 0.100
O: -3.572 -0.445 -0.174
H: -1.418 1.214 -1.677
N: 0.418 -1.090 -0.340

Here are the Löwdin charges for atoms 1 to 2, given in e: atom 1 (N): -0.39, atom 2 (C): -0.07

=====

What should be chosen as the most stable of them? Choose *R*.

=====

*P*
The following is a quantum chemistry calculation of C2H6N4O in the gas phase, from the Open Molecules 2025 dataset.

For the frontier orbital gap, the calculation gives 10.021 eV. The HOMO energy comes out at -0.3374 Ha. The SMILES is N/N=C\NC(N)=O.

Atoms and positions in Å:
N: -0.741 0.914 -0.915
H: -0.012 -1.923 -0.782
H: -0.134 0.078 1.993
N: 1.667 -0.934 -0.507
H: 2.158 0.057 1.281
N: 0.638 -1.343 -1.360
C: -0.935 0.725 0.411
O: -1.722 1.304 1.108
H: -0.498 0.121 -1.462
C: 1.289 -0.349 0.585
H: 0.967 -1.802 -2.212
N: -0.055 -0.189 1.015
H: -1.395 1.643 -1.285

Here are the Löwdin charges for atoms 1 to 2, given in e: atom 1 (N): 0.16, atom 2 (H): 0.11

=====

*Q*
The following is a quantum chemistry calculation of C2H6N4O in the gas phase, from the Open Molecules 2025 dataset.

For the frontier orbital gap, the calculation gives 9.031 eV. The HOMO energy comes out at -0.3097 Ha. The SMILES is [H]/N=C/N/C(N)=N\O.

Atoms and positions in Å:
H: 0.873 2.882 -0.401
H: 2.975 -0.660 -0.025
H: -0.635 -1.659 -0.221
N: -2.764 -0.654 -0.075
N: 2.156 -1.191 -0.125
N: 1.160 0.930 0.278
C: 0.967 -0.327 -0.014
C: -1.660 0.084 0.152
N: -0.383 -0.810 0.097
H: -1.649 1.309 0.211
H: 2.002 -2.180 0.301
O: 0.275 1.955 -0.098
H: -3.317 0.321 -0.079

Here are the Löwdin charges for atoms 1 to 2, given in e: atom 1 (H): 0.21, atom 2 (H): 0.05

=====

What should be chosen as the most stable of them? Choose *P*.

=====

*P*
The following is a quantum chemistry calculation of 2 unconnected molecules or ions with the total composition C5H11NO2S, from the Open Molecules 2025 dataset.

For the frontier orbital gap, the calculation gives 8.396 eV. The HOMO energy comes out at -0.3106 Ha.

Atoms and positions in Å:
H: -2.639 1.999 -0.829
H: -2.162 -1.421 1.129
H: -1.293 2.218 -0.012
H: -1.073 1.971 -1.703
H: 2.415 -1.340 1.658
H: 3.637 -1.519 0.314
C: -1.909 -0.285 0.962
O: 3.420 0.980 0.302
H: 1.774 -2.129 0.481
C: 2.570 -1.483 0.651
N: 0.893 0.825 0.468
C: -0.475 -0.471 -0.857
H: -2.620 -0.396 -1.234
C: -1.647 1.643 -0.789
H: 2.032 -0.054 -1.478
C: -1.779 0.114 -0.484
S: 2.183 0.229 -0.008
H: -0.982 -0.103 1.523
O: 0.162 -1.184 -1.512
H: -2.509 0.407 1.420

Here are the Löwdin charges for atoms 1 to 2, given in e: atom 1 (H): 0.06, atom 2 (H): 0.14

=====

*Q*
The following is a quantum chemistry calculation of 2 unconnected molecules or ions with the total composition C5H11NO2S, from the Open Molecules 2025 dataset.

For the frontier orbital gap (spin up / spin down), the calculation gives 8.125 / 8.124 eV. The HOMO energy (spin up / spin down) comes out at -0.3235 / -0.3234 Ha.

Atoms and positions in Å:
S: 1.387 0.361 -0.213
C: -2.100 0.961 0.974
H: 0.171 -2.067 -1.194
H: 2.342 1.973 1.262
H: -1.606 -0.845 -1.774
C: -1.822 0.200 -1.540
C: 0.345 -2.029 -0.111
H: -2.988 1.584 1.003
H: 1.696 0.553 2.128
H: -2.845 0.417 -1.866
H: 3.263 0.443 1.279
C: 2.280 0.893 1.283
H: 1.334 -2.462 0.063
N: 0.322 -0.715 0.425
O: 2.309 -0.281 -1.118
O: 0.702 1.533 -0.710
H: -0.404 -2.629 0.409
C: -1.698 0.446 -0.131
H: -1.577 0.833 1.902
H: -1.113 0.832 -2.073

Here are the Löwdin charges for atoms 1 to 2, given in e: atom 1 (S): 0.53, atom 2 (C): 0.05

=====

What should be chosen as the most stable of them? Choose *Q*.